1.
ORCA calculation (ωB97M-V/def2-TZVPD) on a structure of composition C50H49N5O3P2RuSSe2.

## Properties
electronic energy = -228927.4244 eV
energy relative to the best compared isomer or geometry (same formula, charge and spin) = 0.0 kcal per mole
multiplicity = 2
HOMO-LUMO gap (alpha / beta) = 6.8 / 6.8 eV
total charge = -1

The geometry in XYZ format:
```
113
Properties=species:S:1:pos:R:3:mulliken_spin:R:1
Ru -0.347 0.164 0.669 0.63
Se 6.055 1.765 0.727 0.00
P 5.473 -0.255 0.637 0.00
C 6.265 -1.240 1.937 0.00
C 5.565 -1.610 3.077 0.00
C 6.231 -2.218 4.134 0.00
C 7.590 -2.470 4.051 0.00
C 8.295 -2.101 2.909 0.00
C 7.638 -1.478 1.863 0.00
C 5.996 -1.001 -0.936 0.00
C 5.974 -0.213 -2.085 0.00
C 6.373 -0.745 -3.299 0.00
C 6.798 -2.065 -3.378 0.00
C 6.838 -2.848 -2.235 0.00
C 6.444 -2.314 -1.016 0.00
C 3.680 -0.498 0.806 0.00
C 2.672 -1.436 0.477 0.03
N 1.516 -0.853 0.834 0.00
N 1.797 0.326 1.368 0.02
N 3.067 0.571 1.363 -0.01
P 2.622 -3.128 -0.168 0.00
Se 0.770 -4.105 -0.054 0.00
C 3.828 -4.044 0.837 0.01
C 3.517 -4.176 2.192 0.00
C 4.316 -4.942 3.020 0.00
C 5.436 -5.587 2.506 0.00
C 5.741 -5.473 1.161 0.00
C 4.933 -4.710 0.325 0.00
C 3.181 -3.034 -1.884 0.00
C 3.155 -1.815 -2.555 0.00
C 3.382 -1.775 -3.924 0.00
C 3.638 -2.942 -4.624 0.00
C 3.656 -4.163 -3.957 0.00
C 3.412 -4.212 -2.595 0.00
H 4.504 -1.404 3.152 0.00
H 5.679 -2.495 5.024 0.00
H 8.105 -2.945 4.876 0.00
H 9.360 -2.286 2.844 0.00
H 8.193 -1.156 0.990 0.00
H 5.659 0.821 -2.009 0.00
H 6.347 -0.128 -4.189 0.00
H 7.105 -2.480 -4.331 0.00
H 7.179 -3.875 -2.290 0.00
H 6.500 -2.916 -0.120 0.00
H 2.631 -3.691 2.585 0.00
H 4.068 -5.038 4.069 0.00
H 6.066 -6.180 3.157 0.00
H 6.605 -5.983 0.753 0.00
H 5.166 -4.642 -0.729 0.00
H 2.931 -0.899 -2.019 0.00
H 3.347 -0.823 -4.440 0.00
H 3.807 -2.907 -5.693 0.00
H 3.837 -5.080 -4.504 0.00
H 3.361 -5.169 -2.090 0.00
S 0.214 1.048 -1.388 -0.05
C 0.927 2.604 -0.892 0.00
C 2.311 2.753 -0.807 0.00
C 2.876 3.958 -0.419 0.00
C 2.062 5.040 -0.115 0.00
C 0.682 4.908 -0.206 0.00
C 0.118 3.701 -0.596 0.01
H 2.948 1.905 -1.026 0.00
H 3.954 4.038 -0.334 0.00
H 2.499 5.979 0.203 0.00
H 0.039 5.745 0.037 0.00
H -0.957 3.590 -0.655 0.00
C -0.227 -2.160 -4.501 0.00
C -1.350 -1.771 -3.578 -0.01
C -2.652 -1.609 -4.040 0.03
C -3.665 -1.217 -3.174 -0.01
C -5.078 -1.041 -3.669 0.00
C -3.369 -0.993 -1.835 0.03
C -2.076 -1.164 -1.342 0.01
C -1.081 -1.555 -2.236 -0.03
N -1.731 -0.952 0.010 0.35
C -2.543 -1.528 1.092 -0.02
C -3.722 -0.642 1.529 0.01
C -4.433 -1.260 2.738 0.00
C -4.951 -2.654 2.372 0.00
C -3.773 -3.546 1.968 0.00
C -2.798 -3.660 3.145 0.00
C -2.283 -2.264 3.510 -0.01
C -3.456 -1.367 3.911 0.00
C -1.578 -1.670 2.289 -0.02
C -3.061 -2.934 0.755 0.00
H -0.600 -2.473 -5.477 0.00
H 0.360 -2.979 -4.076 0.00
H 0.451 -1.316 -4.648 0.00
H -2.877 -1.775 -5.090 0.00
H -5.111 -1.003 -4.759 0.00
H -5.520 -0.119 -3.286 0.00
H -5.716 -1.869 -3.347 0.00
H -4.162 -0.653 -1.181 0.00
H -0.079 -1.697 -1.860 0.01
H -4.437 -0.523 0.711 0.00
H -3.358 0.357 1.772 0.00
H -5.273 -0.619 3.021 0.00
H -5.663 -2.581 1.543 0.00
H -5.484 -3.095 3.221 0.00
H -4.141 -4.540 1.697 0.00
H -1.959 -4.308 2.873 0.00
H -3.300 -4.112 4.008 0.00
H -1.569 -2.332 4.336 0.00
H -3.090 -0.372 4.184 0.00
H -3.963 -1.783 4.789 0.00
H -0.747 -2.309 1.983 -0.01
H -1.169 -0.684 2.578 0.01
H -3.747 -2.899 -0.096 0.00
H -2.210 -3.553 0.456 0.00
O -0.729 1.533 2.981 0.00
N -1.505 2.140 2.236 0.00
O -2.182 3.091 2.570 0.01
O -1.612 1.718 1.000 0.02
```

***

2.
ORCA calculation (ωB97M-V/def2-TZVPD) on a structure of composition C50H50F4GeN4O2RbSe at a distorted geometry.

## Properties
electronic energy = -196104.8304 eV
energy relative to the best compared isomer or geometry (same formula, charge and spin) = 80.4 kcal per mole
multiplicity = 2
HOMO-LUMO gap (alpha / beta) = 4.2 / 2.7 eV
total charge = -2

The geometry in XYZ format:
```
113
Properties=species:S:1:pos:R:3:mulliken_spin:R:1
Rb -2.267 0.020 -0.949 -0.01
C -0.727 -1.027 -4.198 0.08
C -0.811 -2.405 -3.553 -0.02
N -2.097 -2.683 -2.939 0.00
C -3.165 -2.897 -3.904 0.00
C -4.298 -1.900 -3.669 0.00
C -2.005 -3.737 -1.950 0.00
C -3.213 -3.858 -1.017 0.00
N -3.338 -2.679 -0.212 0.00
C -4.137 -2.640 0.811 0.00
C -4.250 -1.407 1.542 0.00
F -3.420 -0.375 1.193 0.00
C -5.137 -1.197 2.557 0.00
F -5.205 0.029 3.143 0.00
C -5.996 -2.194 3.013 0.00
C -5.874 -3.427 2.391 0.00
F -6.685 -4.437 2.832 0.00
C -4.994 -3.665 1.364 0.00
F -4.968 -4.945 0.858 0.00
H 0.316 -0.805 -4.416 -0.03
H -1.097 -0.268 -3.510 -0.02
H -1.297 -0.966 -5.124 0.00
H -0.056 -2.443 -2.765 0.00
H -0.558 -3.179 -4.309 0.00
H -3.546 -3.930 -3.836 0.00
H -2.782 -2.768 -4.924 0.00
H -4.679 -1.997 -2.656 0.00
H -5.112 -2.057 -4.376 0.00
H -3.914 -0.889 -3.783 0.00
H -1.143 -3.521 -1.318 0.00
H -1.848 -4.723 -2.438 0.00
H -3.046 -4.766 -0.416 0.00
H -4.131 -4.031 -1.600 0.00
H -6.713 -2.024 3.795 0.00
O -2.655 2.421 -3.971 0.00
C -2.846 2.403 -2.752 0.00
O -3.658 1.745 -2.090 0.00
C -1.948 3.369 -1.940 0.00
C -2.083 4.769 -2.115 0.00
C -1.296 5.611 -1.386 0.00
C -0.307 5.067 -0.538 0.01
C 0.590 5.856 0.206 0.00
C 1.551 5.264 0.980 0.00
C 1.653 3.866 1.041 -0.03
C 0.785 3.071 0.345 0.02
C -0.223 3.650 -0.456 -0.02
N -1.070 2.843 -1.128 0.00
H -2.818 5.143 -2.813 0.00
H -1.404 6.689 -1.449 0.00
H 0.517 6.935 0.136 0.00
H 2.244 5.872 1.546 0.00
H 2.437 3.424 1.640 0.00
H 0.857 1.991 0.367 0.03
C 6.857 0.688 -6.199 -0.01
C 5.680 0.666 -5.264 0.08
C 4.470 1.253 -5.596 -0.04
C 3.402 1.277 -4.712 0.04
C 2.113 1.892 -5.162 0.01
C 3.542 0.696 -3.442 -0.09
Se 2.121 0.751 -2.183 0.96
C 4.751 0.068 -3.105 0.05
C 4.952 -0.599 -1.775 0.02
C 5.790 0.064 -4.018 -0.04
H 6.577 1.087 -7.173 0.00
H 7.263 -0.315 -6.337 0.00
H 7.648 1.317 -5.783 0.01
H 4.335 1.699 -6.576 0.00
H 2.294 2.704 -5.866 0.00
H 1.546 2.271 -4.315 0.00
H 1.496 1.139 -5.654 0.00
H 3.999 -0.903 -1.348 0.00
H 5.412 0.093 -1.068 0.00
H 5.604 -1.467 -1.877 0.00
H 6.715 -0.434 -3.750 0.00
C 2.804 -3.467 0.043 0.00
C 1.607 -2.667 0.075 0.00
N 0.645 -2.052 0.093 0.00
H 3.366 -3.245 -0.863 0.00
H 2.536 -4.523 0.059 0.00
H 3.413 -3.231 0.916 0.00
C -1.527 -1.794 3.429 0.00
Ge -0.422 -0.349 2.483 0.00
C 1.477 -0.876 2.994 0.00
C 1.843 -2.206 3.171 0.00
C 3.157 -2.570 3.402 0.00
C 4.148 -1.602 3.434 0.00
C 3.805 -0.272 3.248 0.00
C 2.486 0.079 3.030 0.00
C -0.704 1.262 3.767 0.00
C -1.083 2.443 3.177 0.00
C -1.408 3.585 3.923 0.00
C -1.420 3.532 5.288 0.00
C -1.065 2.341 5.950 0.00
C -1.108 2.243 7.357 0.00
C -0.745 1.093 7.996 0.00
C -0.275 0.002 7.251 0.00
C -0.227 0.066 5.885 0.00
C -0.658 1.210 5.185 0.00
H -0.971 -2.372 4.165 0.00
H -1.936 -2.478 2.694 0.00
H -2.353 -1.295 3.926 0.00
H 1.077 -2.969 3.112 0.00
H 3.415 -3.614 3.555 0.00
H 5.182 -1.885 3.595 0.00
H 4.577 0.486 3.268 0.00
H 2.222 1.117 2.877 0.00
H -1.140 2.502 2.097 0.00
H -1.668 4.502 3.410 0.00
H -1.702 4.396 5.879 0.00
H -1.444 3.104 7.923 0.00
H -0.804 1.020 9.075 0.00
H 0.050 -0.891 7.768 0.00
H 0.155 -0.766 5.315 0.00
```

***

3.
ORCA calculation (ωB97M-V/def2-TZVPD) on a cluster of 9 separate species, C50H50F5N2 in total at a distorted geometry.

## Properties
electronic energy = -69226.3101 eV
HOMO-LUMO gap = 5.3 eV
total charge = -1

The geometry in XYZ format:
```
107
Properties=species:S:1:pos:R:3:lowdin_charge:R:1
N -0.767 0.607 1.917 -0.15
N -1.197 1.069 0.687 -0.16
C -0.297 0.641 -0.449 -0.33
F -1.050 0.977 -1.716 -0.08
F -0.084 -0.849 -0.527 -0.08
C 1.128 1.447 -0.554 -0.17
F 2.152 0.543 -1.172 -0.03
F 0.934 2.587 -1.496 0.00
F 1.659 1.956 0.730 0.00
H -0.590 1.471 2.499 0.05
H 0.102 0.034 1.865 0.05
C -3.677 2.648 -2.391 -0.06
C -4.897 1.979 -2.487 -0.08
C -6.073 2.699 -2.693 -0.13
C -6.028 4.089 -2.812 -0.11
C -4.808 4.757 -2.720 -0.11
C -3.632 4.038 -2.505 -0.08
H -2.761 2.087 -2.227 0.08
H -4.931 0.896 -2.401 0.10
H -7.024 2.179 -2.761 0.09
H -6.944 4.650 -2.978 0.09
H -4.772 5.839 -2.815 0.09
H -2.682 4.559 -2.427 0.10
C 1.608 -4.659 -1.559 -0.09
C 2.007 -5.654 -2.452 -0.13
C 2.053 -5.386 -3.820 -0.11
C 1.708 -4.120 -4.294 -0.10
C 1.313 -3.125 -3.401 -0.08
C 1.259 -3.395 -2.034 -0.07
H 1.570 -4.869 -0.493 0.10
H 2.282 -6.638 -2.081 0.09
H 2.357 -6.163 -4.516 0.09
H 1.748 -3.911 -5.360 0.09
H 1.046 -2.138 -3.771 0.11
H 0.946 -2.621 -1.339 0.08
C -7.887 0.505 1.029 -0.08
C -8.908 0.249 1.943 -0.10
C -10.049 1.051 1.958 -0.11
C -10.172 2.105 1.052 -0.11
C -9.152 2.359 0.136 -0.09
C -8.007 1.562 0.127 -0.07
H -6.996 -0.119 1.020 0.08
H -8.816 -0.577 2.645 0.10
H -10.842 0.855 2.675 0.09
H -11.063 2.727 1.061 0.09
H -9.248 3.179 -0.571 0.10
H -7.210 1.764 -0.583 0.08
C 6.794 3.340 2.305 -0.10
C 5.504 3.772 2.610 -0.11
C 4.421 3.325 1.854 -0.08
C 4.627 2.437 0.799 -0.07
C 5.917 2.001 0.496 -0.08
C 7.001 2.456 1.246 -0.13
H 7.639 3.691 2.893 0.10
H 5.343 4.459 3.438 0.10
H 3.417 3.667 2.088 0.10
H 3.783 2.084 0.212 0.08
H 6.077 1.308 -0.326 0.10
H 8.007 2.121 1.007 0.09
C -4.993 -4.014 -1.824 -0.12
C -3.846 -3.222 -1.784 -0.10
C -3.766 -2.154 -0.890 -0.07
C -4.831 -1.885 -0.029 -0.09
C -5.976 -2.680 -0.067 -0.11
C -6.059 -3.742 -0.967 -0.11
H -5.055 -4.844 -2.523 0.09
H -3.014 -3.436 -2.450 0.10
H -2.875 -1.532 -0.863 0.10
H -4.767 -1.056 0.671 0.10
H -6.805 -2.471 0.605 0.09
H -6.954 -4.357 -1.000 0.09
C 9.438 -2.871 2.219 -0.10
C 8.894 -2.541 3.460 -0.10
C 8.151 -1.370 3.607 -0.09
C 7.943 -0.534 2.510 -0.08
C 8.484 -0.866 1.268 -0.09
C 9.235 -2.032 1.123 -0.10
H 10.020 -3.782 2.105 0.10
H 9.051 -3.196 4.313 0.10
H 7.733 -1.110 4.576 0.10
H 7.359 0.376 2.623 0.08
H 8.320 -0.215 0.413 0.09
H 9.661 -2.288 0.157 0.10
C 5.374 8.505 3.066 -0.10
C 5.201 7.390 2.248 -0.09
C 4.180 7.372 1.297 -0.08
C 3.338 8.476 1.159 -0.09
C 3.514 9.594 1.974 -0.10
C 4.529 9.607 2.931 -0.11
H 6.168 8.517 3.809 0.10
H 5.861 6.532 2.351 0.08
H 4.041 6.500 0.665 0.10
H 2.546 8.465 0.415 0.10
H 2.859 10.454 1.865 0.10
H 4.662 10.475 3.570 0.10
C -2.375 -6.837 -1.474 -0.08
C -1.081 -7.253 -1.786 -0.09
C -0.492 -8.297 -1.073 -0.10
C -1.202 -8.932 -0.054 -0.11
C -2.497 -8.518 0.256 -0.10
C -3.082 -7.468 -0.451 -0.09
H -2.832 -6.021 -2.028 0.08
H -0.530 -6.763 -2.585 0.09
H 0.519 -8.616 -1.312 0.09
H -0.745 -9.748 0.499 0.09
H -3.051 -9.014 1.049 0.10
H -4.090 -7.143 -0.206 0.10
```

***

4.
ORCA calculation (ωB97M-V/def2-TZVPD) on a structure of composition C50H51AsLiNP2Se2.

## Properties
electronic energy = -264483.8211 eV
energy relative to the best compared isomer or geometry (same formula, charge and spin) = 6.8 kcal per mole
HOMO-LUMO gap = 3.2 eV
total charge = -2

The geometry in XYZ format:
```
108
Properties=species:S:1:pos:R:3:lowdin_charge:R:1
Li 1.098 1.986 0.822 0.28
Se -0.463 4.165 -0.554 0.19
P 1.349 3.892 -1.663 -0.01
Se 2.285 1.970 -1.520 0.18
C 2.525 5.212 -1.169 -0.41
C 3.626 4.920 -0.376 -0.10
C 4.462 5.941 0.058 -0.09
C 4.209 7.254 -0.308 -0.11
C 3.107 7.550 -1.104 -0.10
C 2.266 6.534 -1.524 -0.11
C 1.093 4.291 -3.437 -0.41
C 2.191 4.535 -4.259 -0.10
C 2.019 4.738 -5.618 -0.10
C 0.746 4.687 -6.173 -0.11
C -0.350 4.441 -5.361 -0.10
C -0.178 4.247 -3.996 -0.11
H 3.820 3.890 -0.102 0.06
H 5.311 5.704 0.687 0.10
H 4.862 8.049 0.031 0.09
H 2.899 8.575 -1.386 0.09
H 1.392 6.766 -2.122 0.11
H 3.185 4.556 -3.827 0.11
H 2.880 4.928 -6.247 0.09
H 0.612 4.836 -7.238 0.09
H -1.345 4.399 -5.788 0.09
H -1.025 4.071 -3.343 0.05
C 4.107 -0.261 2.066 -0.09
C 2.997 -1.304 2.239 -0.39
C 2.296 -1.554 0.901 -0.10
C 2.061 -0.943 3.379 -0.17
C 1.976 -1.812 4.441 -0.13
C 1.283 -1.521 5.625 -0.19
C 0.748 -0.232 5.728 -0.15
C 0.770 0.686 4.701 -0.19
C 0.339 2.105 5.030 -0.40
C -0.585 2.820 4.041 -0.10
C 1.578 2.977 5.271 -0.09
C 1.346 0.364 3.373 -0.43
N 1.265 1.137 2.346 -0.11
H 4.792 -0.542 1.258 0.06
H 4.680 -0.162 2.992 0.07
H 3.652 0.703 1.835 0.04
H 3.484 -2.248 2.530 0.11
H 1.721 -0.670 0.632 0.00
H 1.619 -2.410 0.978 0.05
H 3.024 -1.763 0.107 0.07
H 2.503 -2.766 4.363 0.09
H 1.242 -2.224 6.450 0.05
H 0.286 0.069 6.671 0.09
H -0.213 2.044 5.980 0.11
H -0.050 3.070 3.129 0.03
H -0.984 3.732 4.505 0.06
H -1.427 2.190 3.750 0.05
H 2.168 3.010 4.352 0.07
H 2.199 2.553 6.063 0.07
H 1.306 4.003 5.545 0.06
C -1.044 -2.285 -1.118 -0.42
C -0.998 -2.050 -2.617 -0.45
As -1.208 -3.643 -3.757 1.27
C -0.051 -4.837 -2.728 -0.42
C 1.297 -4.848 -3.078 -0.14
C 2.221 -5.558 -2.324 -0.10
C 1.802 -6.280 -1.217 -0.10
C 0.458 -6.287 -0.868 -0.09
C -0.462 -5.566 -1.616 -0.12
C -2.958 -4.255 -3.133 -0.42
C -3.321 -5.591 -3.296 -0.15
C -4.588 -6.032 -2.942 -0.11
C -5.518 -5.136 -2.433 -0.11
C -5.174 -3.800 -2.283 -0.08
C -3.904 -3.362 -2.633 -0.11
P -0.854 -0.679 -0.202 1.09
C -1.169 -1.232 1.508 -0.39
C -0.742 -2.472 1.974 -0.12
C -0.848 -2.798 3.321 -0.10
C -1.385 -1.891 4.216 -0.11
C -1.811 -0.649 3.761 -0.09
C -1.698 -0.320 2.420 -0.12
C -2.499 0.010 -0.668 -0.37
C -2.523 1.073 -1.566 -0.12
C -3.731 1.571 -2.042 -0.09
C -4.927 1.012 -1.620 -0.11
C -4.915 -0.041 -0.711 -0.11
C -3.710 -0.536 -0.240 -0.10
H -0.210 -2.928 -0.829 0.06
H -1.968 -2.780 -0.802 0.07
H -0.038 -1.608 -2.898 0.07
H -1.762 -1.342 -2.949 0.05
H 1.635 -4.279 -3.938 0.09
H 3.270 -5.533 -2.592 0.10
H 2.522 -6.820 -0.615 0.10
H 0.127 -6.831 0.008 0.10
H -1.500 -5.546 -1.308 0.10
H -2.601 -6.300 -3.691 0.10
H -4.848 -7.077 -3.063 0.09
H -6.506 -5.479 -2.149 0.09
H -5.887 -3.090 -1.882 0.10
H -3.658 -2.316 -2.491 0.08
H -0.291 -3.190 1.300 0.08
H -0.465 -3.747 3.676 0.10
H -1.416 -2.124 5.272 0.09
H -2.185 0.084 4.463 0.10
H -1.982 0.671 2.084 0.10
H -1.588 1.530 -1.870 0.07
H -3.731 2.409 -2.728 0.10
H -5.870 1.406 -1.982 0.09
H -5.848 -0.470 -0.363 0.09
H -3.699 -1.349 0.478 0.11
```